13
Properties=species:S:1:pos:R:3:forces:R:3 method="wB97M-V/def2-TZVPD" smiles=COc1ccnn1[S-] charge=-1 largest_force_ev_per_a=3.93 relative_energy_kcal_mol=42.6
C -0.125019 -0.604773 1.680232 -0.049 0.214 0.599
O -0.532567 -0.684808 0.327260 0.299 0.120 -0.658
C 0.200648 -0.032638 -0.612834 2.950 0.379 -0.301
C -0.240375 0.434293 -1.829762 -0.385 -0.133 0.287
C 0.901345 0.855907 -2.518610 0.082 -0.028 0.014
N 1.999318 0.693030 -1.800749 0.229 0.293 -0.493
N 1.654677 0.149837 -0.641393 -3.909 -0.398 -0.198
S 2.798095 -0.115362 0.572864 1.140 -0.343 0.785
H 0.857935 -0.140145 1.778771 -0.165 -0.117 0.033
H -0.069944 -1.623116 2.073601 -0.015 0.096 0.022
H -0.868215 -0.029949 2.247256 -0.076 -0.081 -0.071
H -1.259536 0.472309 -2.167773 -0.147 -0.086 0.000
H 0.960592 1.252232 -3.519400 0.047 0.085 -0.020

=====

13
Properties=species:S:1:pos:R:3:forces:R:3 method="wB97M-V/def2-TZVPD" smiles="Cn1[nH]c(=S)cc1[O-]" charge=-1 largest_force_ev_per_a=4.94 relative_energy_kcal_mol=15.6
C -1.087084 0.136242 1.510892 -0.122 -0.832 1.663
N -0.346619 -0.319217 0.375064 0.093 -1.124 0.331
N -0.665188 0.375772 -0.739946 -1.405 0.117 -4.731
C 0.422295 0.284679 -1.671187 0.786 1.029 0.760
S 0.332465 0.988005 -3.295134 -0.081 -1.018 1.695
C 1.469117 -0.259812 -0.906775 0.128 0.921 -3.281
C 1.048859 -0.607304 0.335791 -2.055 -0.096 3.465
O 1.585121 -0.993348 1.379819 0.601 -0.228 -0.031
H -0.518241 0.861313 2.109616 -0.155 0.440 -0.331
H -2.056883 0.567795 1.126666 1.033 -0.612 0.780
H -1.200478 -0.706830 2.271860 -0.381 0.847 -1.206
H -1.470586 -0.036730 -1.307668 0.862 0.739 1.316
H 2.487222 -0.290565 -1.188998 0.694 -0.182 -0.430

=====

13
Properties=species:S:1:pos:R:3:forces:R:3 method="wB97M-V/def2-TZVPD" charge=+1 largest_force_ev_per_a=4.10 relative_energy_kcal_mol=130.3
C 0.153854 -1.536287 -0.256901 -0.611 -1.570 -0.799
C -1.198353 -1.562452 -0.064232 1.269 3.891 0.215
C 1.462687 0.580481 -0.291808 -1.444 -0.712 -0.013
C -1.128910 0.879379 0.566681 1.026 -3.118 1.065
N 1.115940 -0.631068 -0.461948 0.795 0.509 0.396
N 0.765506 1.720733 -0.181730 -2.872 1.480 0.155
O -0.651509 1.828232 -0.202991 0.514 -0.467 0.565
S -2.313660 -0.201157 -0.056126 0.479 0.310 -0.165
H 0.445466 -2.619081 -0.395772 0.381 1.290 0.131
H -1.607808 -2.474153 0.012986 -1.765 -3.063 0.631
H 2.446865 0.950314 -0.257644 1.898 -0.342 -0.043
H -0.491932 0.421454 1.469525 -1.207 1.455 -2.061
H 1.001854 2.643604 0.119958 1.537 0.338 -0.078

=====

12
Properties=species:S:1:pos:R:3:forces:R:3 method="wB97M-V/def2-TZVPD" largest_force_ev_per_a=2.49 relative_energy_kcal_mol=34.4
C -2.155900 -2.183342 0.635575 -0.017 2.249 -1.043
C 0.582196 1.392947 -0.418900 0.019 1.342 0.333
C 0.633543 0.194427 -1.281325 0.964 -0.042 -1.781
C 0.566376 0.776650 0.933846 0.755 -0.627 -0.686
N -2.098983 -1.101044 0.234479 -0.262 -1.306 0.696
N 0.853730 -0.467654 1.011362 -0.507 0.619 2.361
P 0.959003 -1.227057 -0.455554 -0.087 0.132 -1.619
H 1.650932 1.818361 -0.425300 -1.192 -0.271 -0.107
H -0.110991 2.320798 -0.580204 1.036 -2.003 0.049
H -2.217483 -3.190011 0.899971 -0.009 -0.953 0.424
H 0.830712 0.293198 -2.342957 -0.462 0.005 -0.096
H 0.506869 1.372728 1.789004 -0.238 0.857 1.469

=====

12
Properties=species:S:1:pos:R:3:forces:R:3 method="wB97M-V/def2-TZVPD" charge=-1 largest_force_ev_per_a=4.87 relative_energy_kcal_mol=80.5
C 0.440729 1.580643 -0.175482 0.384 -1.903 -0.886
C 0.634009 1.025464 1.106703 -1.224 0.993 0.170
C 0.200817 0.695407 -1.217183 -0.518 -3.780 1.983
C 0.205776 -0.945073 -0.051587 -0.705 3.980 -2.711
N 0.238179 -0.303770 1.174433 0.990 -0.798 -0.262
N -0.695284 -2.019150 -0.275710 3.442 -0.657 -0.664
S -0.075464 0.595653 -2.916802 0.253 0.268 1.321
H 0.432391 2.607946 -0.419143 0.241 1.220 0.240
H 0.650375 1.728448 1.957971 0.213 -1.167 -0.101
H 0.440017 -0.925116 1.976066 -0.318 0.965 -0.398
H -0.913937 -2.129178 -1.245690 0.796 0.032 -0.889
H -1.557607 -1.911275 0.086424 -3.554 0.845 2.197

=====

12
Properties=species:S:1:pos:R:3:forces:R:3 method="wB97M-V/def2-TZVPD" smiles=Nc1[nH]ccc1[S-] charge=-1 largest_force_ev_per_a=5.30 relative_energy_kcal_mol=19.1
N 0.496769 -1.923338 0.006013 0.362 -0.982 0.317
C 0.318659 -0.546571 0.107879 0.698 1.977 -0.305
N -0.906766 0.131362 -0.002304 3.766 2.087 0.598
C -0.517529 1.506713 0.011327 -0.582 -0.678 -0.182
C 0.869894 1.655288 0.080272 -2.898 0.435 -0.487
C 1.475886 0.415371 0.061220 -4.289 -2.999 0.829
S 3.031909 -0.162972 0.150001 2.433 -0.577 -0.026
H 0.192314 -2.586897 0.800219 0.978 1.859 -1.375
H 1.545194 -1.878157 -0.159515 -0.833 -1.140 0.569
H -1.812048 -0.211639 -0.212121 -0.349 -0.364 -0.076
H -1.252251 2.286177 -0.104140 -0.154 -0.039 0.104
H 1.228364 2.655369 0.070861 0.868 0.421 0.035

=====

12
Properties=species:S:1:pos:R:3:forces:R:3 method="wB97M-V/def2-TZVPD" smiles=CNC(C#N)C#N largest_force_ev_per_a=1.16 relative_energy_kcal_mol=44.5
C 1.088225 -0.642793 1.132088 0.021 -0.029 0.157
N 0.790697 -0.156647 -0.209475 -0.068 -0.127 -0.126
C -0.428709 0.604847 -0.335283 -0.031 0.121 -0.024
C -0.538790 1.196920 -1.686587 -0.133 0.395 -0.991
N -0.709133 1.598910 -2.755894 0.296 -0.320 1.049
C -1.720675 -0.125008 -0.147797 -0.905 -0.536 0.096
N -2.745627 -0.658280 -0.105147 1.075 0.428 0.128
H 1.253564 0.207796 1.802757 -0.065 -0.105 -0.116
H 2.022282 -1.209459 1.089431 -0.171 0.086 0.007
H 0.309038 -1.287131 1.567745 0.068 0.106 -0.102
H 0.818051 -0.905533 -0.892221 -0.029 0.074 0.049
H -0.397002 1.418915 0.400801 -0.057 -0.094 -0.128

=====

12
Properties=species:S:1:pos:R:3:forces:R:3 method="wB97M-V/def2-TZVPD" largest_force_ev_per_a=1.05 relative_energy_kcal_mol=67.2
C 1.273176 0.664837 0.313933 0.044 0.011 0.128
N 0.259589 0.237823 -0.699762 0.054 0.057 -0.181
C -0.904365 -0.511589 -0.170950 -0.043 -0.037 0.035
C -2.002584 0.280311 0.178969 -0.668 0.516 0.208
N -2.890804 0.999342 0.417584 0.807 -0.617 -0.216
C -0.595584 -1.798498 0.282562 0.235 -0.798 0.274
N -0.252324 -2.864256 0.612607 -0.289 0.957 -0.306
H 0.774922 1.328729 1.020895 0.065 -0.089 -0.102
H 2.105105 1.171567 -0.182278 -0.122 -0.067 0.067
H 1.617023 -0.233279 0.828758 -0.041 0.128 -0.073
H 0.719782 -0.334521 -1.413019 -0.070 0.056 0.095
H -0.103935 1.059533 -1.189298 0.027 -0.116 0.070

=====

12
Properties=species:S:1:pos:R:3:forces:R:3 method="wB97M-V/def2-TZVPD" smiles="C1=C=NC=NC=1.N" largest_force_ev_per_a=4.22 relative_energy_kcal_mol=138.8
C -0.059619 0.490307 0.094315 1.077 -0.638 0.013
C 0.904532 1.258464 0.196182 0.943 -0.036 -0.092
N 2.215635 1.077623 0.203422 -0.408 -0.172 0.039
C 2.388695 -0.271748 0.073379 0.004 -0.013 0.023
N 1.456779 -1.220666 -0.039217 -0.254 0.380 0.076
C 0.163109 -0.863325 -0.031080 0.406 0.103 -0.054
H 3.414197 -0.621938 0.059714 0.023 0.145 -0.010
H -0.621067 -1.601819 -0.130498 0.144 -0.173 -0.020
N -2.355782 0.365485 -0.076707 -0.612 0.793 -0.204
H -2.882216 0.521171 -0.906959 -0.157 0.446 -0.781
H -2.862088 -0.458821 0.366917 1.515 2.395 0.565
H -1.786442 1.290558 0.177116 -2.681 -3.230 0.445

=====

12
Properties=species:S:1:pos:R:3:forces:R:3 method="wB97M-V/def2-TZVPD" smiles="[H]/N=C/n1ccnc1" largest_force_ev_per_a=2.62 relative_energy_kcal_mol=28.9
H -3.443854 0.030468 0.144403 0.935 -0.761 -0.403
N -2.520936 -0.453593 0.024492 -1.021 0.630 0.607
C -1.636328 0.435353 0.006374 1.828 -0.176 -0.581
N -0.224873 0.138036 -0.036589 -1.115 -1.125 -0.645
C 0.447356 -1.114355 -0.038499 -0.812 1.908 0.161
C 1.748927 -0.794502 0.007606 0.951 1.092 0.463
N 1.954957 0.611952 0.069949 -0.986 -1.093 -1.068
C 0.744584 1.087859 -0.080331 0.097 1.717 1.972
H -1.778711 1.513044 -0.059942 -0.143 0.046 0.270
H -0.101080 -2.011708 -0.040595 -0.388 -0.816 -0.041
H 2.594506 -1.454020 0.078827 0.033 -0.099 -0.093
H 0.437871 2.161322 0.101445 0.621 -1.321 -0.643

=====

12
Properties=species:S:1:pos:R:3:forces:R:3 method="wB97M-V/def2-TZVPD" smiles="N/N=C1/C=CC=N1" largest_force_ev_per_a=2.51 relative_energy_kcal_mol=65.8
N -0.689626 2.304461 0.888570 0.655 0.114 -1.489
N 0.231579 1.685599 -0.051042 -1.300 0.065 1.780
C 0.174020 0.419706 -0.002528 1.634 -0.597 -1.815
C 1.139651 -0.509922 -0.854092 -0.817 0.074 0.708
C 0.662653 -1.727218 -0.567527 -0.134 -0.074 0.075
C -0.481225 -1.565007 0.330307 -0.358 -0.275 0.259
N -0.772264 -0.364610 0.696855 0.715 -0.214 -0.729
H -1.683294 2.072915 0.735073 0.786 -0.442 0.033
H -0.582517 3.270381 0.637862 -0.164 0.531 0.217
H 2.013351 -0.391432 -1.537046 -0.994 0.757 0.870
H 0.994768 -2.706811 -0.883922 0.136 0.186 -0.152
H -1.075053 -2.404425 0.654826 -0.158 -0.126 0.242

=====

12
Properties=species:S:1:pos:R:3:forces:R:3 method="wB97M-V/def2-TZVPD" largest_force_ev_per_a=1.10 relative_energy_kcal_mol=102.7
N -1.133778 2.862989 0.602403 0.211 -0.917 -0.575
C -0.860808 1.890046 0.034590 -0.237 0.833 0.447
C -0.455454 0.658411 -0.606253 -0.039 -0.023 0.021
C 1.823890 -0.298302 -0.056137 -0.036 -0.222 0.191
N 1.167627 -1.331955 0.355464 -0.158 0.209 -0.159
C -0.109413 -1.549243 0.270842 0.168 -0.072 0.013
N -0.966578 -0.505091 0.025352 -0.024 0.065 0.085
H -0.577530 0.668869 -1.691602 0.060 0.012 0.164
H 0.874703 0.496938 -0.625476 -0.092 0.056 -0.036
H 2.510068 0.112057 0.697879 -0.045 -0.083 -0.062
H -0.526667 -2.530325 0.470813 0.061 0.144 -0.041
H -1.810579 -0.438452 0.580319 0.130 -0.004 -0.047